Record 1
{"formula": "C4H8", "method": "the ωB97M-V functional and the def2-TZVPD basis", "elements": ["C", "C", "C", "C", "H", "H", "H", "H", "H", "H", "H", "H"], "positions_angstrom": [[0.1979, -1.6976, -1.2131], [0.1637, -0.3664, -0.8110], [0.2377, 0.0127, 0.6464], [-0.4167, 1.3802, 0.8305], [0.2373, -2.5731, -0.4248], [0.0707, -2.0681, -2.2654], [0.2303, 0.5527, -1.5345], [1.2511, 0.1606, 0.9640], [-0.1934, -0.7648, 1.1996], [-1.3837, 1.5489, 0.1146], [0.2635, 2.3084, 0.5527], [-0.6584, 1.5065, 1.9408]], "mol_weight_g_mol": 56.1, "smiles": "C=CCC", "charge": 0}



Record 2
{"formula": "C4H8", "method": "the ωB97M-V functional and the def2-TZVPD basis", "elements": ["C", "C", "C", "C", "H", "H", "H", "H", "H", "H", "H", "H"], "positions_angstrom": [[-0.6223, -0.5507, -1.2483], [-0.0476, -0.1084, -0.1870], [-0.9085, 0.1846, 0.9793], [1.4016, 0.2302, -0.0267], [-1.6714, -0.7365, -1.2235], [-0.1406, -0.6932, -2.2370], [-1.3576, -0.6989, 1.4637], [-0.3753, 0.6664, 1.8316], [-1.7641, 0.8455, 0.7525], [1.6780, 0.9230, 0.8783], [2.0368, -0.7450, 0.0272], [1.7709, 0.6830, -1.0103]], "mol_weight_g_mol": 56.1, "smiles": "C=C(C)C", "charge": 0}



Record 3
{"formula": "C4H8AlBrFO3", "method": "the ωB97M-V functional and the def2-TZVPD basis", "elements": ["F", "Al", "Br", "H", "H", "C", "C", "C", "O", "C", "O", "O", "H", "H", "H", "H", "H", "H"], "positions_angstrom": [[0.1999, 5.3749, -1.8433], [0.9410, 3.8930, -2.6819], [1.8528, 2.4924, -0.9470], [-0.2027, 3.1040, -3.4708], [2.0862, 4.3892, -3.6734], [-1.8990, -2.1177, 0.6943], [-0.4232, -1.8082, 0.5638], [0.3024, -1.7662, 1.8800], [1.3682, -0.8629, 1.6117], [0.9285, -0.0209, 0.6235], [1.4765, 0.9940, 0.2899], [-0.2238, -0.4875, 0.0634], [-2.0630, -3.0424, 1.2518], [-2.4280, -1.3014, 1.1923], [-2.3510, -2.2249, -0.2944], [0.0493, -2.5110, -0.1313], [0.6876, -2.7442, 2.1734], [-0.3018, -1.3604, 2.6979]], "mol_weight_g_mol": 230.0, "charge": -1}



no.,Kohn-Sham gap (eV)
1,10.7
2,10.4
3,5.7